1.
Here is a single C22H18F2N2O3 molecule from OMol25. Energies are from ωB97M-V with the def2-TZVPD basis set.

Element x y z (Å)
C1 -0.24 -0.93 -5.93
H1 -3.27 3.85 1.93
H2 1.41 0.34 -5.37
C2 3.73 0.48 1.43
C3 3.43 2.76 2.99
H3 1.46 -1.13 1.80
H4 -1.87 -2.99 -3.80
F1 1.16 2.83 2.41
H5 -0.23 -0.63 -6.97
H6 3.84 -0.40 0.81
H7 -1.94 -3.08 1.67
C4 4.81 1.00 2.12
H8 -1.26 1.05 0.88
C5 -0.18 -1.40 0.50
C6 0.64 -0.77 -3.72
H9 5.51 2.54 3.43
H10 -1.73 2.97 2.09
C7 -1.47 -1.05 1.22
C8 1.31 0.59 0.72
C9 -2.25 -2.05 1.77
N1 -0.27 -1.14 -0.92
O1 -0.35 -3.32 -1.51
H11 -0.19 -0.17 -1.19
C10 -1.87 0.28 1.32
C11 -2.73 2.94 1.65
C12 -3.43 -1.73 2.42
H12 -1.86 -2.31 -6.17
H13 -4.04 -2.51 2.85
C13 -1.16 -1.87 -5.48
H14 -4.73 -0.14 3.06
C14 -3.04 0.61 1.99
C15 -3.82 -0.41 2.55
O2 -3.50 1.87 2.17
C16 2.48 1.10 1.51
H15 -2.65 2.89 0.56
O3 0.75 1.26 -0.12
F2 1.56 -0.25 -2.88
C17 4.66 2.14 2.89
N2 0.96 -0.67 1.05
H16 3.29 3.64 3.59
C18 2.36 2.24 2.29
C19 0.67 -0.38 -5.05
C20 -0.30 -2.15 -1.82
H17 0.01 -2.47 0.61
C21 -0.28 -1.69 -3.25
C22 -1.17 -2.25 -4.16
H18 5.77 0.51 2.04

- energy above the lowest of the compared OMol25 structures with the same formula, charge and spin (kJ/mol) = 4.6
- lowest unoccupied orbital energy (eV) = 0.68
- highest occupied orbital energy (eV) = -8.5005
- SMILES = COc1cccc(C(NC(=O)c2ccccc2F)NC(=O)c2ccccc2F)c1
- molar mass (g mol⁻¹) = 396.39
- maximum force (hartree/bohr) = 0.012
- HOMO-LUMO gap (eV) = 9.18

=====

2.
Here is a single C22H18F2O molecule at a distorted geometry from OMol25. Energies are from ωB97M-V with the def2-TZVPD basis set.

Element x y z (Å)
C1 1.30 -1.42 1.61
H1 2.64 0.93 1.23
H2 2.22 -4.16 -2.24
C2 0.75 -2.82 2.11
H3 3.13 3.28 1.78
H4 -0.71 -0.56 1.21
H5 -3.38 3.49 -2.29
O1 2.54 -1.34 1.53
C3 0.16 -1.63 -1.18
C4 -0.83 2.11 -0.49
F1 -2.35 -3.76 -2.86
H6 -1.95 3.96 -0.29
H7 1.44 4.65 3.04
C5 -2.58 2.82 -2.02
C6 1.28 3.58 2.88
C7 1.27 -3.62 -2.13
C8 -1.50 0.65 -2.24
C9 -1.11 -3.31 -2.41
C10 -0.73 0.83 -1.09
C11 -0.28 1.70 2.77
C12 -1.09 -2.18 -1.60
H8 0.85 -2.81 3.20
C13 1.89 1.53 1.76
F2 -2.96 1.48 -3.93
C14 1.35 -2.40 -1.41
C15 -2.35 1.64 -2.70
H9 2.34 -2.06 -1.06
C16 2.19 2.84 2.13
C17 0.28 -0.23 -0.51
H10 -1.42 -0.24 -2.87
C18 0.36 -0.25 1.09
H11 -0.28 -2.94 1.79
H12 -0.07 -5.00 -3.15
C19 0.04 -4.03 -2.68
H13 1.36 0.21 -0.61
C20 -1.82 3.04 -0.87
H14 1.45 -3.56 1.71
H15 -0.73 3.61 3.67
H16 -0.14 2.34 0.29
H17 -2.02 -1.64 -1.34
C21 0.04 3.03 3.16
H18 -1.24 1.29 3.01
C22 0.66 0.95 2.00

- energy above the lowest of the compared OMol25 structures with the same formula, charge and spin (kJ/mol) = 71.8
- lowest unoccupied orbital energy (eV) = 0.48
- highest occupied orbital energy (eV) = -9.0666
- SMILES = CC(=O)[C@@H](c1ccccc1)C(c1cccc(F)c1)c1cccc(F)c1
- molar mass (g mol⁻¹) = 336.38
- maximum force (hartree/bohr) = 0.072
- HOMO-LUMO gap (eV) = 9.54

=====

3.
Here is a molecular structure, C22H18F3N5O4ReS2 at a distorted geometry from OMol25. Energies are from ωB97M-V with the def2-TZVPD basis set.

Element x y z (Å)
C1 3.86 1.33 -0.13
S1 -1.76 -0.27 4.30
H1 3.64 -2.67 -0.74
C2 -2.46 2.68 -2.92
O1 -0.42 1.30 -2.07
N1 1.59 0.43 -0.07
H2 -2.47 -1.29 -0.27
N2 0.36 2.60 0.55
H3 -0.28 -3.27 -2.38
C3 1.12 -4.87 -2.70
C4 -2.82 -0.95 3.09
H4 0.80 0.79 4.33
C5 2.42 -5.32 -2.46
H5 1.20 0.95 2.64
C6 -0.36 3.69 0.80
C7 2.36 3.94 0.59
H6 -0.40 5.79 1.22
C8 1.63 -2.85 -1.49
C9 -2.27 -0.76 1.80
N3 0.52 0.74 3.36
C10 1.60 5.07 0.87
C11 1.16 -1.59 -0.91
H7 -5.54 -2.75 2.32
F1 -2.01 3.60 -2.05
N4 -1.07 -0.04 1.80
H8 -4.42 -1.75 4.28
H9 3.43 4.01 0.49
H10 -1.43 3.56 0.86
N5 2.09 -0.71 -0.49
Re1 -0.44 0.73 -0.07
C12 -2.90 -1.35 0.71
S2 -1.88 1.07 -2.17
F2 -1.93 2.91 -4.10
H11 -4.56 -2.53 0.07
C13 1.72 2.71 0.43
C14 2.40 1.47 0.09
H12 4.13 1.72 -1.11
C15 0.22 4.94 0.99
C16 0.73 -3.64 -2.21
C17 -4.63 -2.19 2.19
C18 -4.00 -1.64 3.29
O2 -2.40 1.17 -0.79
H13 0.43 -5.48 -3.26
H14 4.32 -4.90 -1.55
C19 -4.07 -2.06 0.92
F3 -3.78 2.77 -2.98
H15 4.43 1.89 0.61
H16 4.12 0.28 -0.11
C20 3.32 -4.54 -1.75
C21 2.95 -3.29 -1.28
H17 2.07 6.03 1.00
C22 -0.66 0.19 3.05
H18 2.74 -6.28 -2.85
O3 -0.08 -1.35 -0.82
O4 -2.30 -0.05 -2.91

- energy above the lowest of the compared OMol25 structures with the same formula, charge and spin (kJ/mol) = 154.2
- lowest unoccupied orbital energy (alpha / beta) (eV) = -9.66 / -8.42
- spin multiplicity = 2
- highest occupied orbital energy (alpha / beta) (eV) = -13.8763 / -14.1821
- charge = +2
- <S²> = 1.14
- molar mass (g mol⁻¹) = 723.75
- maximum force (hartree/bohr) = 0.077
- HOMO-LUMO gap (alpha / beta) (eV) = 4.21 / 5.76

=====

4.
Here is a molecular structure, C22H18FeN6O2SbSe4 from OMol25. Energies are from ωB97M-V with the def2-TZVPD basis set.

Element x y z (Å)
H1 -2.84 4.71 0.44
H2 -1.70 -0.60 -2.09
H3 -1.79 -5.31 2.55
C1 -3.21 -0.98 0.92
H4 -1.09 3.55 -3.64
C2 -4.45 -0.46 0.60
C3 -0.27 1.93 -2.39
C4 -1.49 -3.50 1.45
Fe1 0.68 -0.15 -0.17
C5 -2.48 -0.56 -1.33
C6 -0.69 2.22 -0.04
C7 5.03 1.48 1.48
N1 2.56 0.67 0.50
H5 2.08 -3.49 2.96
H6 -5.22 -0.42 1.37
C8 0.70 -2.50 1.68
H7 5.99 1.79 1.85
C9 4.34 2.27 0.53
C10 3.13 1.81 0.08
H8 2.56 2.36 -0.66
C11 1.07 -3.51 2.55
Se1 1.67 -1.16 -2.42
H9 4.75 3.19 0.15
C12 4.48 0.31 1.91
Se2 3.18 -3.05 -1.93
C13 -2.03 4.08 0.81
N2 2.65 -1.25 1.87
C14 0.18 -4.53 2.88
O1 0.18 1.26 -3.31
H10 -3.00 -1.31 1.92
C15 -1.54 3.84 -1.60
H11 4.97 -0.34 2.62
C16 -3.72 -0.03 -1.63
N3 -0.15 1.54 -1.08
C17 -4.73 0.02 -0.67
H12 -5.71 0.43 -0.91
C18 -0.99 3.19 -2.63
C19 3.21 -0.10 1.41
H13 -3.91 0.34 -2.64
H14 -2.42 3.36 1.52
N4 1.49 -1.45 1.28
H15 -2.48 -3.52 1.02
H16 -1.29 4.70 1.32
Se3 5.22 -0.65 -4.62
N5 -0.89 -1.44 0.24
H17 -2.11 4.75 -1.72
Sb1 3.31 -2.05 -4.25
O2 -0.55 1.86 1.12
C20 -0.62 -2.46 1.11
C21 -1.10 -4.52 2.32
N6 -1.44 3.38 -0.31
C22 -2.18 -1.03 -0.04
Se4 2.20 -3.34 -5.94
H18 0.48 -5.32 3.55

- energy above the lowest of the compared OMol25 structures with the same formula, charge and spin (kJ/mol) = 0.0
- lowest unoccupied orbital energy (alpha / beta) (eV) = 4.20 / 4.13
- spin multiplicity = 6
- highest occupied orbital energy (alpha / beta) (eV) = -0.8916 / -1.8537
- charge = -2
- <S²> = 8.79
- molar mass (g mol⁻¹) = 891.87
- maximum force (hartree/bohr) = 0.012
- HOMO-LUMO gap (alpha / beta) (eV) = 5.09 / 5.98

=====

5.
Here is a molecular structure, C22H18N2O3Re at a distorted geometry from OMol25. Energies are from ωB97M-V with the def2-TZVPD basis set.

Element x y z (Å)
H1 -0.08 2.74 1.14
H2 4.89 -1.49 0.96
H3 0.72 -2.48 0.94
H4 -0.46 2.32 -1.53
N1 -1.17 -0.23 -1.68
Re1 -0.83 -0.01 0.55
C1 -0.07 0.76 -5.06
C2 0.16 2.61 -3.55
H5 2.03 2.43 1.66
O1 -1.96 -1.57 0.39
H6 -1.01 -1.77 -5.22
H7 2.14 2.42 -0.12
H8 0.72 2.64 -5.63
H9 0.42 3.65 -3.40
H10 -2.25 -1.84 2.53
C3 -1.20 0.03 2.62
N2 1.18 -0.47 0.81
H11 -2.01 -0.08 6.40
H12 -0.21 1.91 3.11
C4 -1.66 -2.03 -3.20
H13 3.07 -3.22 1.05
C5 0.31 2.05 -4.82
O2 0.26 1.99 0.63
H14 4.23 0.91 0.86
C6 1.53 -1.76 0.90
O3 -2.91 -3.17 -0.84
C7 -0.61 -0.03 -4.02
C8 -2.18 -1.09 4.52
C9 2.14 0.48 0.80
C10 1.69 1.92 0.75
H15 -2.72 -1.94 4.91
C11 -1.09 -1.33 -4.23
C12 -1.77 -0.06 5.34
C13 -1.66 -1.44 -1.93
C14 -1.05 1.01 4.82
C15 -1.91 -1.03 3.16
C16 3.85 -1.20 0.93
H16 0.01 0.32 -6.04
H17 -0.73 1.82 5.46
H18 -2.10 -3.01 -3.33
C17 -0.32 1.87 -2.50
C18 3.48 0.13 0.86
C19 -0.70 0.52 -2.70
C20 -2.26 -2.17 -0.74
C21 -0.77 1.06 3.47
C22 2.85 -2.17 0.97

- energy above the lowest of the compared OMol25 structures with the same formula, charge and spin (kJ/mol) = 2.2
- lowest unoccupied orbital energy (alpha / beta) (eV) = -8.02 / -8.51
- spin multiplicity = 4
- highest occupied orbital energy (alpha / beta) (eV) = -14.8569 / -15.0419
- charge = +2
- <S²> = 3.78
- molar mass (g mol⁻¹) = 544.60
- maximum force (hartree/bohr) = 0.055
- HOMO-LUMO gap (alpha / beta) (eV) = 6.84 / 6.53